(1)
DFT (wB97M-V/def2-TZVPD) results for a molecular structure, C29H22N4OSn at a distorted geometry.

```
! wB97M-V def2-TZVPD RIJCOSX def2/J DEFGRID3
* xyz 2 1
H 1.608 -2.281 2.296
H -1.765 3.951 -2.759
C 3.018 -2.120 -2.971
C 4.235 2.406 -0.733
H 4.995 -0.419 -2.465
C -1.814 3.925 -1.678
H -0.450 1.163 5.142
H -0.473 -4.722 -2.144
C -4.220 -3.906 -1.590
C 1.135 -1.499 2.875
H -2.949 5.792 0.932
C 0.614 -0.684 5.104
C 0.525 -0.432 2.244
C -1.953 3.839 2.586
C -3.842 -5.225 -1.832
C -2.490 -5.534 -2.020
O -1.261 -1.124 -0.666
C 4.420 0.294 -1.878
H -2.444 4.633 3.150
C -1.260 2.811 0.427
N 0.341 -2.394 -1.895
C -2.448 4.973 -0.977
H 1.665 -2.542 4.676
H -0.745 2.063 -1.536
N -0.678 1.756 1.112
C -3.257 -2.902 -1.477
N 2.292 0.973 -0.840
C -1.525 -4.534 -1.950
C -0.699 1.721 2.484
N 1.112 -1.289 -1.496
C -0.044 0.553 3.101
H 6.074 1.660 -1.631
C 2.338 -1.139 -2.018
C -1.896 -3.201 -1.639
C -0.002 0.406 4.517
H 3.813 -2.693 -2.504
H 0.646 -0.798 6.184
H -1.420 2.682 4.317
Sn 0.394 -0.006 0.158
H -5.268 -3.640 -1.499
H 4.668 3.346 -0.398
C 2.890 2.129 -0.454
C 3.042 0.047 -1.572
C -1.364 2.762 3.233
C -1.913 3.898 1.157
H 2.291 2.843 0.102
H -3.526 -1.887 -1.221
C 5.012 1.464 -1.428
C -1.227 2.882 -0.993
H 2.248 -2.812 -3.321
H -4.601 -5.985 -1.890
H -2.183 -6.555 -2.237
C -0.885 -2.161 -1.387
C -2.489 4.968 0.402
H -2.891 5.805 -1.524
H 3.410 -1.611 -3.855
C 1.195 -1.646 4.273
*
```

Summary:
Largest force on an atom in eV/A: 3.42
Energy in Ha: -1626.33704
Lowest unoccupied orbital energy in Ha: -0.2692

(2)
DFT (wB97M-V/def2-TZVPD) results for a molecular structure, C29H23Br3N5OS2Ti at a distorted geometry.

```
! wB97M-V def2-TZVPD RIJCOSX def2/J DEFGRID3
* xyz -1 1
H -2.598 2.142 4.737
N -0.557 0.796 -2.998
C -0.715 1.735 3.719
H -2.329 0.429 4.386
H 1.717 -4.058 0.811
Br -1.412 3.098 -0.553
C 0.573 -0.142 2.540
H -1.083 -4.325 -3.914
Br -0.658 -3.978 -1.018
N -2.341 0.310 -0.343
H -1.135 1.923 2.737
C -0.955 -3.262 -3.763
C -0.989 -2.402 -4.818
H 0.455 -3.453 1.895
C 1.307 0.642 4.686
H 0.024 3.677 -4.550
N -0.381 -0.075 1.461
H 2.950 -1.891 1.014
C 1.520 -3.382 1.650
C -0.794 -0.036 -5.650
C -0.543 -1.429 -2.218
N 4.824 2.996 2.174
H -4.424 -1.404 1.584
C 1.897 -1.937 1.296
H -3.543 0.949 -1.943
C -0.245 3.124 -3.650
C -4.510 -0.302 -0.349
C 4.964 1.385 -0.932
H 3.140 -0.199 5.420
C 2.406 -0.198 4.623
C -3.940 -0.826 0.809
C -1.548 -0.598 1.698
C -0.732 -2.769 -2.465
C 2.633 1.684 -0.232
C 0.389 0.700 3.645
H -5.535 -0.395 -0.680
H 0.546 3.220 -2.911
H -0.508 2.021 -6.097
H 3.448 -1.655 3.441
H -0.266 2.678 4.038
H 2.088 -3.732 2.517
S 1.982 0.884 -1.608
H 1.187 1.317 5.530
C 1.668 -1.001 2.461
C -0.664 -0.532 -3.315
H 1.329 -1.624 0.429
Ti -0.304 0.856 -0.484
N 5.754 1.010 -1.686
C -1.837 1.357 4.692
O -0.250 -0.940 -1.037
C 4.448 2.486 1.208
C -0.588 1.268 -5.325
Br -1.239 -3.111 -6.564
H -1.443 1.203 5.699
C 3.981 1.851 0.006
C 2.576 -1.010 3.514
H -0.893 -0.342 -6.683
S 1.392 2.238 0.799
C -0.475 1.677 -3.972
C -3.484 0.392 -1.018
C -2.595 -0.439 0.783
H -1.718 -1.160 2.612
C -0.831 -1.008 -4.628
H -1.138 3.567 -3.213
*
```

Summary:
Largest force on an atom in eV/A: 1.89
Energy in Ha: -10836.09105
Lowest unoccupied orbital energy in Ha: 0.0608

(3)
DFT (wB97M-V/def2-TZVPD) results for a molecular structure, C29H23BrF4IN3O2PV at a distorted geometry.

```
! wB97M-V def2-TZVPD RIJCOSX def2/J DEFGRID3
* xyz 2 3
C -1.655 -1.801 1.491
H 3.814 0.794 0.470
H -4.316 2.386 -2.475
H 3.903 0.371 -3.863
C 2.810 -1.003 3.566
P -0.804 -0.268 0.909
C 0.686 0.034 3.271
C -3.383 2.299 2.809
C -2.177 -2.077 2.801
H -2.957 4.379 3.321
C -2.894 1.156 2.171
C -0.664 -1.187 -4.434
C -0.908 2.363 1.530
C -1.718 -2.844 0.527
C 3.635 0.455 -1.659
F -3.698 -5.300 2.376
H 1.205 -1.819 -5.091
H -4.336 2.331 3.345
H -3.624 4.176 -1.547
H -3.512 0.265 2.155
C 1.796 -0.199 4.070
O -1.203 2.041 -1.507
C -1.380 3.501 2.183
C -2.609 3.468 2.857
H -0.823 -2.791 -5.823
H 0.067 2.364 0.973
H 6.344 0.459 -3.701
C -1.670 1.194 1.527
H -2.099 4.420 -0.781
N -2.636 3.861 -1.457
O -1.352 -0.514 -3.599
C 5.754 0.358 -2.811
C 4.377 0.614 -0.481
I -3.873 0.056 -1.204
C 0.990 0.235 -1.609
H -3.058 1.398 -3.338
H -0.778 4.440 2.135
H -0.150 0.605 3.636
H 3.705 -1.218 4.099
F -2.195 -1.117 3.745
F -2.210 -5.080 0.045
H 7.465 0.234 -1.673
C 6.426 0.317 -1.636
C 2.201 0.468 -1.705
C 0.651 -0.442 1.973
H 3.486 -2.187 1.830
Br -1.146 -2.604 -1.379
H 1.197 -0.778 -3.682
C -3.349 1.839 -2.388
C -2.313 -4.033 0.879
H 6.300 0.565 0.537
V -0.903 -0.160 -1.370
C -2.356 2.585 -1.737
H 1.887 0.291 5.046
F -3.673 -3.321 4.171
C 5.750 0.465 -0.406
N -1.255 -1.955 -5.406
C 1.732 -1.135 1.431
N 0.711 -1.123 -4.523
C -2.880 -3.245 3.042
H 1.762 -1.285 0.338
C 2.749 -1.555 2.278
C -2.997 -4.194 2.067
H -2.258 -1.916 -5.427
C 4.409 0.363 -2.895
*
```

Summary:
Largest force on an atom in eV/A: 4.93
Energy in Ha: -5989.59993
⟨S²⟩: 2.066
Lowest unoccupied orbital energy (spin up / spin down) in Ha: -0.2792 / -0.2470

(4)
DFT (wB97M-V/def2-TZVPD) results for a molecular structure, C29H23Cl5N2O5SiTc at a distorted geometry.

```
! wB97M-V def2-TZVPD RIJCOSX def2/J DEFGRID3
* xyz 0 4
C 0.331 2.633 1.057
C 2.455 0.642 -0.611
C -2.421 -3.177 -0.314
H 5.713 -4.093 1.370
H 1.929 4.598 -2.941
H -3.909 -0.773 2.737
Cl 2.868 2.887 1.890
C -0.001 -4.485 -0.225
C 2.261 2.741 -1.946
C 1.325 4.815 0.766
Cl 0.057 6.851 -0.493
C -2.384 -4.562 -0.398
H -1.356 1.836 -3.007
C -1.173 -5.223 -0.313
C -0.903 4.374 -0.043
C -0.857 3.178 0.644
C -1.267 -2.402 -0.140
H 3.007 -3.089 -1.808
C -0.045 -3.102 -0.191
H 5.237 -3.896 -1.047
C -0.360 2.102 -2.676
C -3.690 -1.293 1.803
C 1.696 1.521 -1.548
H 3.945 2.277 -1.237
H -4.634 -1.636 1.376
O 1.071 -2.332 -0.247
H -3.387 -2.693 -0.387
Si -2.823 -0.299 0.497
C 1.486 3.651 -2.660
Cl -2.401 2.074 0.855
H -3.038 -2.140 2.006
C 0.164 5.258 0.126
C -3.666 -0.123 -1.158
H -4.741 2.065 1.479
C -3.888 2.732 1.328
Cl -2.323 4.870 -0.897
H -3.306 0.766 -1.686
C -1.054 0.436 3.584
H 1.761 -2.659 2.244
H -0.406 4.051 -3.566
O 1.740 0.080 0.316
Tc -0.158 0.610 0.630
H 0.015 0.192 -1.756
C 2.525 -2.965 1.541
H -3.388 -0.997 -1.743
H -2.676 2.280 -0.514
H -4.748 0.013 -1.111
N -1.312 -1.013 0.081
C 1.404 3.491 1.206
H -1.131 -6.303 -0.341
C 2.276 -2.866 0.183
Cl 2.651 5.880 0.965
H -3.305 -5.115 -0.530
H 0.961 -4.978 -0.200
H 3.974 -3.493 3.023
C 4.741 -3.755 1.035
N -0.461 0.237 2.564
H -2.043 1.877 2.209
O 3.665 0.516 -0.712
O 3.524 3.067 -1.637
C 4.475 -3.644 -0.321
C 3.234 -3.197 -0.756
C 0.400 1.198 -1.939
O -1.582 0.583 4.631
C 3.765 -3.416 1.964
C 0.185 3.333 -3.013
*
```

Summary:
Largest force on an atom in eV/A: 3.13
Energy in Ha: -4275.37122
⟨S²⟩: 3.776
Lowest unoccupied orbital energy (spin up / spin down) in Ha: -0.0665 / -0.0731

(5)
DFT (wB97M-V/def2-TZVPD) results for a molecular structure, C29H23Co2F2O6 at a distorted geometry.

```
! wB97M-V def2-TZVPD RIJCOSX def2/J DEFGRID3
* xyz -1 1
H -1.414 -0.902 3.651
C 2.344 -1.877 1.776
C 5.033 -0.086 -1.706
C 3.674 0.532 2.736
C -2.985 -0.107 -2.330
C 0.888 0.008 3.903
C 1.729 2.397 1.642
C -0.953 0.844 -3.116
C 1.551 0.035 -0.289
H -3.585 -0.675 -1.632
C -1.609 1.149 -4.306
H 0.339 -0.318 4.776
H 1.067 0.388 0.604
H -3.494 -0.045 2.611
C 3.553 -0.173 -1.584
H 5.458 -1.037 -2.056
O 3.412 -1.790 5.249
H -3.257 2.084 -6.313
C 2.905 0.208 -0.419
O -1.156 3.211 3.759
C 2.718 -0.641 -2.607
O 4.708 1.055 2.689
H -3.233 0.564 0.320
O 2.076 3.081 0.774
O 2.353 -2.753 1.019
C -3.580 1.141 -5.871
H 0.098 1.138 -3.017
C -1.607 0.086 -2.118
F 3.306 -0.887 -3.820
C -2.957 0.910 -4.545
H -3.317 0.339 -6.570
C -1.243 -0.186 0.478
C -3.429 -0.887 1.909
C 0.496 -0.056 2.489
F -0.882 1.707 -5.323
C 2.211 2.121 4.357
C -2.784 -0.397 0.617
C 0.726 -0.504 -1.247
Co 2.235 -0.576 2.933
H 0.757 -1.155 -3.346
H -4.667 1.160 -5.750
C -2.684 -2.054 2.513
C 1.340 -0.826 -2.479
H -0.636 -2.388 3.160
C 2.951 -1.294 4.311
H 5.463 0.137 -0.720
H -1.122 0.897 0.594
H 5.334 0.711 -2.400
H -4.444 -1.207 1.649
H -4.724 0.285 -3.511
H -3.087 -1.148 -0.122
H -2.691 -2.956 1.900
C -3.645 0.375 -3.456
O 2.905 2.441 5.225
C -0.802 -0.563 -0.924
C -0.246 2.570 3.451
H -3.152 -2.311 3.465
H 3.474 0.613 0.412
H -1.036 -1.653 -1.067
C -0.565 -0.713 1.806
C -1.272 -1.567 2.785
Co 1.150 1.545 3.080
*
```

Summary:
Largest force on an atom in eV/A: 6.43
Energy in Ha: -4535.47400
Lowest unoccupied orbital energy in Ha: 0.0959

(6)
DFT (wB97M-V/def2-TZVPD) results for a molecular structure, C29H23GdIN5S3 at a distorted geometry.

```
! wB97M-V def2-TZVPD RIJCOSX def2/J DEFGRID3
* xyz 0 8
C -0.710 -2.239 -1.905
N 0.463 -1.667 -2.238
C -1.830 3.125 -0.604
H 5.896 -0.698 -2.677
C -2.990 2.626 1.354
H -3.048 6.027 0.884
N 3.422 -0.429 -0.438
C -4.127 -2.357 1.032
C 2.026 -0.316 3.842
H 2.239 -1.869 -3.310
C 0.537 1.250 2.338
C -3.061 -1.535 0.750
H 1.763 -3.944 -4.204
H -3.939 -3.375 1.393
H 0.988 0.376 5.590
C -2.130 4.489 -0.437
C 6.142 -1.072 -0.535
Gd 1.119 0.721 -0.882
C 2.251 -0.203 2.436
C 1.049 0.406 4.474
H 3.577 -0.206 -2.433
N 3.416 -0.859 1.872
H -0.150 1.866 1.730
H -2.020 -1.782 0.916
H -6.205 -2.645 1.030
H 7.165 -1.330 -0.600
C 4.065 -0.847 0.634
C 2.717 2.204 -3.011
C -4.592 0.149 -0.005
C -2.159 0.629 0.048
C -2.776 4.963 0.699
H 2.676 -0.894 4.442
H -0.546 -5.048 -3.676
C -2.348 2.114 0.194
H -1.297 2.955 -1.546
H -3.700 4.311 2.532
I -2.842 -4.338 -1.909
C 5.485 -0.670 -1.664
S 2.747 2.857 -1.399
H 4.031 -1.123 2.610
C -5.671 -0.717 0.309
H -6.703 -0.443 0.107
H -0.483 1.895 4.121
S 3.995 2.596 -4.009
N 1.417 0.494 1.675
H -1.346 -1.611 -1.253
C 1.016 -3.578 -3.518
C -0.178 -4.172 -3.236
C 1.280 -2.293 -3.046
S 1.371 1.235 -3.554
C 5.463 -1.248 0.639
N -0.996 0.279 -0.275
C -3.292 -0.232 0.347
H 5.834 -1.508 1.611
H -4.786 1.165 -0.335
C 4.111 -0.407 -1.565
C -5.434 -1.976 0.832
C 0.349 1.310 3.696
H -1.864 5.156 -1.221
C -1.051 -3.501 -2.422
C -3.124 4.008 1.665
H -3.215 1.927 2.106
*
```

Summary:
Largest force on an atom in eV/A: 3.19
Energy in Ha: -3650.61191
⟨S²⟩: 15.988
Lowest unoccupied orbital energy (spin up / spin down) in Ha: -0.0387 / -0.0060

(7)
DFT (wB97M-V/def2-TZVPD) results for a molecular structure, C29H23MoN4OS.

```
! wB97M-V def2-TZVPD RIJCOSX def2/J DEFGRID3
* xyz 3 3
C -3.408 -2.177 -2.806
H -3.941 3.543 -2.368
C 0.696 -2.824 3.995
C -2.108 3.611 -1.264
O 0.079 -0.819 -2.275
C 0.919 -3.843 3.061
C 4.108 -1.160 -2.804
H 2.145 -1.965 -2.425
C -2.478 -1.419 -2.114
C -1.591 1.141 -2.396
H -0.900 1.116 3.934
C 4.980 -0.116 -2.547
H 0.443 1.462 -1.629
N 2.470 -0.226 -1.348
C -4.323 -2.849 -0.676
H -3.365 -2.066 1.093
C -2.453 -1.372 -0.720
C 0.429 1.241 2.239
C 3.345 0.777 -1.087
H 5.955 -0.077 -3.016
C 1.076 3.777 3.125
H -2.315 4.581 -0.833
H -1.703 -0.741 -0.231
C 0.926 -3.577 1.676
H 0.333 -0.745 4.317
C 0.429 -1.245 2.199
C 2.858 -1.185 -2.203
N 1.843 1.375 0.376
C -0.651 1.724 -1.537
C -3.367 -2.091 0.012
Mo 0.560 -0.066 -0.437
C 0.466 -1.532 3.590
H 1.318 4.763 3.496
H -5.086 -3.490 -2.571
N 2.958 1.689 -0.079
C -0.174 1.710 3.397
C 0.669 -2.302 1.266
H -0.302 3.385 4.719
N 0.292 -0.033 1.643
H -3.409 -2.220 -3.888
H 0.653 -2.125 0.170
H 5.234 1.709 -1.391
S -1.287 -0.499 -3.003
C -3.021 3.026 -2.127
C 1.315 2.054 1.530
H -5.057 -3.413 -0.117
H 1.103 -4.851 3.411
C 0.158 2.991 3.823
H 2.395 3.915 1.417
H -0.171 3.457 -0.348
C -0.907 2.974 -0.977
H 1.125 -4.371 0.970
C 4.592 0.882 -1.660
C -4.345 -2.892 -2.059
H -3.505 1.325 -3.359
H 4.375 -1.964 -3.476
C -2.774 1.777 -2.700
C 1.677 3.315 1.961
H 0.723 -3.062 5.050
*
```

Summary:
Largest force on an atom in eV/A: 0.85
Energy in Ha: -1878.48528
⟨S²⟩: 2.042
Lowest unoccupied orbital energy (spin up / spin down) in Ha: -0.3693 / -0.4225

Copy entry 2 word for word.
DFT (wB97M-V/def2-TZVPD) results for a molecular structure, C29H23Br3N5OS2Ti at a distorted geometry.

```
! wB97M-V def2-TZVPD RIJCOSX def2/J DEFGRID3
* xyz -1 1
H -2.598 2.142 4.737
N -0.557 0.796 -2.998
C -0.715 1.735 3.719
H -2.329 0.429 4.386
H 1.717 -4.058 0.811
Br -1.412 3.098 -0.553
C 0.573 -0.142 2.540
H -1.083 -4.325 -3.914
Br -0.658 -3.978 -1.018
N -2.341 0.310 -0.343
H -1.135 1.923 2.737
C -0.955 -3.262 -3.763
C -0.989 -2.402 -4.818
H 0.455 -3.453 1.895
C 1.307 0.642 4.686
H 0.024 3.677 -4.550
N -0.381 -0.075 1.461
H 2.950 -1.891 1.014
C 1.520 -3.382 1.650
C -0.794 -0.036 -5.650
C -0.543 -1.429 -2.218
N 4.824 2.996 2.174
H -4.424 -1.404 1.584
C 1.897 -1.937 1.296
H -3.543 0.949 -1.943
C -0.245 3.124 -3.650
C -4.510 -0.302 -0.349
C 4.964 1.385 -0.932
H 3.140 -0.199 5.420
C 2.406 -0.198 4.623
C -3.940 -0.826 0.809
C -1.548 -0.598 1.698
C -0.732 -2.769 -2.465
C 2.633 1.684 -0.232
C 0.389 0.700 3.645
H -5.535 -0.395 -0.680
H 0.546 3.220 -2.911
H -0.508 2.021 -6.097
H 3.448 -1.655 3.441
H -0.266 2.678 4.038
H 2.088 -3.732 2.517
S 1.982 0.884 -1.608
H 1.187 1.317 5.530
C 1.668 -1.001 2.461
C -0.664 -0.532 -3.315
H 1.329 -1.624 0.429
Ti -0.304 0.856 -0.484
N 5.754 1.010 -1.686
C -1.837 1.357 4.692
O -0.250 -0.940 -1.037
C 4.448 2.486 1.208
C -0.588 1.268 -5.325
Br -1.239 -3.111 -6.564
H -1.443 1.203 5.699
C 3.981 1.851 0.006
C 2.576 -1.010 3.514
H -0.893 -0.342 -6.683
S 1.392 2.238 0.799
C -0.475 1.677 -3.972
C -3.484 0.392 -1.018
C -2.595 -0.439 0.783
H -1.718 -1.160 2.612
C -0.831 -1.008 -4.628
H -1.138 3.567 -3.213
*
```

Summary:
Largest force on an atom in eV/A: 1.89
Energy in Ha: -10836.09105
Lowest unoccupied orbital energy in Ha: 0.0608